Record 1
{
  "formula": "C3H7BeClO2P2",
  "method": "the ωB97M-V functional and the def2-TZVPD basis",
  "homo_ha": -0.6286,
  "charge": 2,
  "orbital_gap_ha": 0.171,
  "total_energy_ev": -38797.4485,
  "e_lumo_ha": -0.4578,
  "elements": ["C", "P", "O", "P", "C", "C", "O", "Cl", "H", "H", "H", "H", "H", "H", "H", "Be"],
  "positions_angstrom": [[-1.60058, 2.05081, 0.58605], [-0.84815, 0.51672, 1.03982], [0.20440, 0.98398, 2.13752], [0.35535, -0.15554, -0.65984], [0.19192, -1.99174, -0.84194], [1.42317, -2.71482, -1.38018], [1.32685, -3.80101, -1.80891], [2.94808, -1.86659, -1.32967], [-2.62395, 1.93482, 0.22908], [-1.03475, 2.60683, -0.30750], [-1.63556, 2.66935, 1.48035], [0.17113, 0.44451, 2.94819], [1.67620, 0.09282, -0.26542], [-0.60786, -2.18945, -1.54701], [-0.04825, -2.40574, 0.13102], [0.10200, 3.82505, -0.41155]]
}

Record 2
{
  "formula": "C21H19Cl2N6O4Re",
  "method": "the ωB97M-V functional and the def2-TZVPD basis",
  "spin_multiplicity": 2,
  "homo_ha": [-0.3479, -0.3843],
  "charge": 1,
  "relative_energy_kj_mol": 62.14,
  "orbital_gap_ha": [0.212, 0.235],
  "total_energy_ev": -66385.2148,
  "s2": 0.795,
  "e_lumo_ha": [-0.1354, -0.1494],
  "elements": ["Re", "O", "C", "C", "C", "C", "C", "C", "C", "O", "N", "N", "C", "C", "C", "C", "C", "C", "N", "H", "H", "H", "H", "H", "H", "H", "H", "H", "H", "C", "O", "C", "O", "N", "N", "H", "H", "H", "H", "H", "H", "Cl", "C", "C", "C", "C", "C", "Cl", "C", "N", "H", "H", "H"],
  "positions_angstrom": [[-0.44377, 0.19820, -0.58864], [3.96203, 0.48587, 2.68594], [2.94913, 0.53635, 3.55669], [3.27867, 0.68855, 4.90570], [2.29653, 0.74443, 5.86839], [0.95045, 0.61752, 5.51803], [0.61157, 0.47141, 4.19444], [1.59038, 0.45553, 3.18871], [1.16155, 0.40239, 1.79453], [-0.10568, 0.30279, 1.52742], [2.08058, 0.50678, 0.84055], [1.51302, 0.51746, -0.38720], [2.21559, 0.80861, -1.46328], [1.47779, 0.85143, -2.68216], [2.02702, 1.15857, -3.93120], [1.21893, 1.17429, -5.04431], [-0.14226, 0.88771, -4.90986], [-0.63974, 0.61575, -3.65712], [0.13663, 0.59993, -2.55964], [3.60186, 0.47397, 1.77724], [4.32844, 0.76375, 5.15630], [2.57327, 0.89005, 6.90432], [0.18866, 0.62638, 6.28515], [-0.42253, 0.35358, 3.90010], [3.27849, 0.99621, -1.40273], [3.08580, 1.36693, -3.99966], [1.63574, 1.40217, -6.01575], [-0.80707, 0.87855, -5.76081], [-1.68644, 0.39191, -3.49789], [-5.05313, 3.05138, -0.50997], [-4.43492, 1.78039, -0.75137], [-3.14323, 1.60755, -0.61288], [-2.65294, 0.50325, -0.80492], [-2.37008, 2.68077, -0.29107], [-1.01176, 2.43139, -0.04722], [-6.10951, 2.89390, -0.69437], [-4.67997, 3.80948, -1.19993], [-4.91448, 3.36314, 0.52642], [-2.76962, 3.55451, 0.00740], [-0.80851, 2.47629, 0.95108], [-0.44277, 3.11832, -0.53293], [-2.99594, -2.87499, -0.99949], [-1.50778, -3.71864, -0.83335], [-1.47706, -5.09272, -0.76648], [-0.26297, -5.75007, -0.62017], [0.92235, -5.03233, -0.54142], [0.89718, -3.65752, -0.60682], [2.35562, -2.75115, -0.50823], [-0.31917, -2.93781, -0.74660], [-0.35797, -1.60813, -0.80322], [-2.40479, -5.64474, -0.82567], [-0.24335, -6.82926, -0.56335], [1.87014, -5.54012, -0.42869]]
}

Record 3
{
  "formula": "C4H3NO3",
  "method": "the ωB97M-V functional and the def2-TZVPD basis",
  "homo_ha": -0.3825,
  "charge": 0,
  "relative_energy_kj_mol": 252.65,
  "smiles": "O=C(O)c1ncco1",
  "orbital_gap_ha": 0.394,
  "total_energy_ev": -11826.9148,
  "e_lumo_ha": 0.0116,
  "elements": ["O", "C", "O", "C", "N", "C", "C", "O", "H", "H", "H"],
  "positions_angstrom": [[-2.12681, -1.17517, -0.26353], [-1.47111, -0.13483, -0.00745], [-1.91046, 1.14192, 0.12277], [0.07281, -0.15549, 0.19289], [0.57264, 1.00030, -0.18736], [1.92222, 0.74245, -0.17226], [2.21172, -0.51659, 0.01510], [0.89971, -1.02902, 0.26583], [-1.20286, 1.75148, 0.61803], [2.84357, 1.37802, -0.30007], [3.03748, -1.24665, -0.17670]]
}

Record 4
{
  "formula": "C25H71BClNO10P",
  "method": "the ωB97M-V functional and the def2-TZVPD basis",
  "homo_ha": -0.4286,
  "charge": 1,
  "orbital_gap_ha": 0.302,
  "total_energy_ev": -71525.3523,
  "e_lumo_ha": -0.1268,
  "elements": ["C", "B", "O", "N", "P", "O", "Cl", "H", "H", "H", "H", "H", "H", "H", "C", "C", "C", "O", "H", "H", "H", "H", "H", "H", "H", "H", "C", "C", "C", "O", "H", "H", "H", "H", "H", "H", "H", "H", "C", "C", "C", "O", "H", "H", "H", "H", "H", "H", "H", "H", "C", "C", "C", "O", "H", "H", "H", "H", "H", "H", "H", "H", "C", "C", "C", "O", "H", "H", "H", "H", "H", "H", "H", "H", "C", "C", "C", "O", "H", "H", "H", "H", "H", "H", "H", "H", "C", "C", "C", "O", "H", "H", "H", "H", "H", "H", "H", "H", "C", "C", "C", "O", "H", "H", "H", "H", "H", "H", "H", "H"],
  "positions_angstrom": [[-5.85598, 0.77228, 2.00525], [-4.81181, -0.19860, 1.24237], [-5.29896, -0.88053, 0.11352], [-3.37989, -0.44061, 1.69671], [-2.25944, 0.99418, 1.59078], [-1.92303, 1.33057, 3.21949], [-3.22658, 2.68912, 0.85589], [-6.83103, 0.23708, 2.02346], [-5.96527, 1.67480, 1.35507], [-5.49573, 1.03517, 3.02609], [-6.00202, -0.34276, -0.27670], [-3.30974, -0.84485, 2.64337], [-2.97527, -1.15849, 1.06572], [-1.31956, 0.62575, 3.51224], [-2.14607, 3.10482, 6.97010], [-1.86415, 4.34085, 6.12893], [-3.12877, 4.85736, 5.46296], [-0.89126, 4.02586, 5.12895], [-2.53484, 2.29091, 6.34779], [-1.22771, 2.73956, 7.43449], [-2.87299, 3.31880, 7.75591], [-1.43742, 5.12170, 6.75582], [-3.54865, 4.09941, 4.79098], [-2.91160, 5.73589, 4.85560], [-3.88507, 5.12455, 6.20289], [-1.26029, 3.33687, 4.56953], [2.41399, -0.77318, 0.72625], [1.18974, -1.44379, 0.12556], [1.36929, -1.70222, -1.36148], [0.03984, -0.60769, 0.33384], [2.59700, 0.19721, 0.25494], [2.26711, -0.58454, 1.79014], [3.30321, -1.39322, 0.60159], [0.99817, -2.38793, 0.64073], [1.51764, -0.76419, -1.90488], [0.47666, -2.17419, -1.78006], [2.22358, -2.34860, -1.54962], [0.19760, 0.22969, -0.11628], [-2.61262, -1.67312, -3.48869], [-2.85956, -0.20853, -3.16442], [-1.82848, 0.32273, -2.18051], [-4.16915, -0.05623, -2.61402], [-2.68603, -2.28883, -2.58610], [-3.36467, -2.04337, -4.18796], [-1.62443, -1.81900, -3.92973], [-2.82651, 0.38196, -4.08224], [-1.87442, -0.22649, -1.23462], [-2.02405, 1.37382, -1.94998], [-0.81736, 0.23560, -2.58235], [-4.21216, -0.57604, -1.80419], [5.32752, -2.97481, -4.51854], [4.00963, -3.54303, -4.01566], [3.40007, -4.50262, -5.02398], [3.09565, -2.47486, -3.75835], [5.17942, -2.41214, -5.44506], [5.74913, -2.28069, -3.78881], [6.05405, -3.76787, -4.70598], [4.17109, -4.06160, -3.06789], [3.18702, -3.99210, -5.96838], [2.45147, -4.89460, -4.65280], [4.06968, -5.34111, -5.22524], [2.94466, -2.00905, -4.58731], [-2.34645, -0.66716, -7.09207], [-3.78693, -0.77089, -7.56974], [-4.29239, 0.56188, -8.09922], [-4.61879, -1.20272, -6.49186], [-2.25927, 0.05436, -6.27386], [-2.00120, -1.62879, -6.70629], [-1.68207, -0.35654, -7.90086], [-3.85918, -1.52777, -8.35296], [-4.27088, 1.32462, -7.31467], [-5.32890, 0.47425, -8.42933], [-3.68692, 0.90938, -8.93870], [-4.56548, -0.54197, -5.79295], [0.57779, 7.95072, 5.78083], [-0.85101, 7.83994, 5.27309], [-1.34891, 9.16864, 4.72554], [-1.70442, 7.41036, 6.33535], [0.64474, 8.67702, 6.59628], [0.91803, 6.99255, 6.17892], [1.25770, 8.25891, 4.98420], [-0.90411, 7.07763, 4.49232], [-1.34653, 9.93548, 5.50560], [-2.37837, 9.07660, 4.37329], [-0.72621, 9.51316, 3.89761], [-1.66695, 8.07378, 7.03243], [4.64141, -7.89792, -3.28294], [3.40807, -8.03063, -2.40287], [2.87099, -9.45321, -2.41482], [2.39573, -7.13275, -2.85923], [4.40401, -8.14076, -4.32309], [5.01112, -6.87012, -3.27236], [5.44132, -8.55978, -2.94546], [3.65483, -7.74028, -1.37953], [2.57482, -9.74768, -3.42593], [1.98143, -9.53202, -1.78707], [3.61839, -10.16123, -2.05147], [2.16793, -7.37763, -3.76198], [4.64284, 0.37898, 5.43294], [4.70109, 0.68475, 3.94456], [5.45950, 1.97444, 3.67409], [3.37337, 0.79238, 3.42514], [4.12152, 1.17527, 5.97262], [4.08797, -0.54399, 5.61335], [5.64412, 0.27182, 5.85390], [5.18368, -0.14179, 3.41892], [4.96522, 2.82358, 4.15533], [5.48563, 2.18638, 2.60344], [6.48500, 1.91450, 4.04296], [2.93604, 1.51918, 3.88139]]
}